The following is a DFT calculation (ωB97M-V/def2-TZVPD) of a structure of composition C36H37NNiP2 at a distorted geometry.

Summary:
- gap between HOMO and LUMO (alpha / beta) (eV) = 7.375 / 7.194
- total energy (hartree) = -3639.53500
- multiplicity = 3

Cartesian coordinates (Å):
Ni: 1.608 -1.216 -4.348
C: -2.012 0.023 -0.053
C: -2.274 -0.195 -1.343
C: -2.797 0.798 -2.370
C: -1.708 1.709 -2.974
C: -0.858 2.537 -2.104
C: -1.174 2.993 -0.886
C: -2.336 2.558 -0.047
C: -2.012 1.284 0.745
C: 3.098 -0.538 -3.016
H: -1.732 -0.852 0.545
H: -2.313 -1.237 -1.705
H: -3.672 1.387 -2.016
H: -3.188 0.188 -3.205
H: -1.064 1.101 -3.616
H: -2.248 2.397 -3.636
H: 0.069 2.848 -2.576
H: -0.557 3.793 -0.446
H: -3.249 2.453 -0.627
H: -2.511 3.356 0.684
H: -1.005 1.409 1.166
H: -2.672 1.212 1.623
H: 3.626 -1.419 -2.621
H: 2.617 -0.027 -2.164
H: 3.829 0.123 -3.495
P: -0.063 -1.939 -8.415
P: 1.718 0.375 -8.884
C: -0.846 -0.430 -9.050
C: -0.008 0.577 -9.382
C: -0.671 -3.128 -9.710
C: -1.762 -2.888 -10.555
C: -2.140 -3.834 -11.514
C: -1.408 -5.015 -11.666
C: -0.282 -5.236 -10.865
C: 0.093 -4.300 -9.899
C: -1.111 -2.188 -6.935
C: -0.841 -1.329 -5.847
C: -1.528 -1.522 -4.635
C: -2.500 -2.523 -4.534
C: -2.792 -3.344 -5.624
C: -2.081 -3.193 -6.833
C: 2.480 0.968 -10.496
C: 2.329 0.152 -11.635
C: 2.877 0.534 -12.859
C: 3.585 1.736 -12.974
C: 3.725 2.557 -11.852
C: 3.177 2.176 -10.622
C: 1.915 1.857 -7.830
C: 3.135 1.961 -7.123
C: 3.392 3.091 -6.351
C: 2.435 4.115 -6.251
C: 1.206 3.986 -6.919
C: 0.940 2.849 -7.692
H: -1.941 -0.394 -9.149
H: -0.297 1.485 -9.933
H: -2.324 -1.960 -10.482
H: -3.004 -3.646 -12.145
H: -1.705 -5.755 -12.410
H: 0.311 -6.144 -10.995
H: 0.979 -4.463 -9.283
H: -0.125 -0.501 -5.956
H: -1.238 -0.950 -3.755
H: -3.031 -2.665 -3.582
H: -3.562 -4.111 -5.543
H: -2.306 -3.838 -7.678
H: 1.757 -0.776 -11.558
H: 2.756 -0.108 -13.735
H: 4.027 2.026 -13.928
H: 4.263 3.501 -11.932
H: 3.275 2.841 -9.763
H: 3.876 1.160 -7.203
H: 4.350 3.183 -5.828
H: 2.644 5.004 -5.658
H: 0.459 4.772 -6.842
H: -0.024 2.757 -8.194
N: 0.405 -1.769 -1.595
C: 0.971 -1.662 -2.605